Entry from the Open Molecules 2025 dataset: a molecular structure, C16H28AsN4O3PS5Tc in a non-equilibrium geometry (ωB97M-V with the def2-TZVPD basis set).

Last column: Löwdin charge in e.
Cartesian coordinates (Å):
Tc1 0.192 -1.031 -0.016  0.617
C1 1.215 1.417 5.868  -0.043
C2 1.905 0.672 4.738  -0.199
N1 1.707 1.359 3.475  0.070
C3 1.415 0.786 2.330  -0.659
S1 1.185 -0.849 2.137  0.792
N2 1.311 1.731 1.183  -0.292
N3 0.794 1.058 0.030  -0.041
C4 0.589 1.755 -1.071  -0.204
C5 0.855 3.199 -1.277  0.023
C6 0.094 0.951 -2.169  -0.188
C7 -0.111 1.431 -3.468  0.061
C8 -0.504 0.555 -4.463  0.028
C9 -0.676 -0.787 -4.148  0.039
C10 -0.489 -1.190 -2.837  -0.092
N4 -0.122 -0.353 -1.865  -0.106
H1 1.372 0.877 6.797  0.102
H2 0.145 1.477 5.693  0.070
H3 1.620 2.417 5.998  0.093
H4 1.528 -0.348 4.651  0.098
H5 2.983 0.623 4.926  0.150
H6 1.798 2.374 3.509  0.158
H7 0.797 3.768 -0.354  0.080
H8 0.139 3.619 -1.978  0.099
H9 1.842 3.354 -1.721  0.135
H10 0.053 2.468 -3.706  0.132
H11 -0.666 0.908 -5.470  0.141
H12 -0.959 -1.510 -4.897  0.142
H13 -0.629 -2.226 -2.559  0.104
S2 -3.240 -1.932 -0.510  0.121
As1 -2.412 -3.376 1.100  0.500
S3 -0.251 -3.216 0.392  0.061
S4 -2.127 -0.472 0.509  -0.056
S5 -2.345 -1.411 2.358  0.067
C11 -2.738 4.539 4.422  -0.038
C12 -2.032 3.268 3.998  -0.238
O1 -1.805 3.340 2.567  -0.288
P1 -1.352 2.149 1.668  0.921
O2 0.476 2.722 1.582  -0.214
C13 2.738 2.231 0.907  -0.090
C14 3.021 3.650 1.365  -0.018
O3 -1.796 2.638 0.245  -0.346
C15 -2.289 3.974 -0.091  -0.222
C16 -3.769 4.110 0.197  -0.040
H14 -3.007 4.466 5.471  0.098
H15 -3.647 4.682 3.845  0.084
H16 -2.095 5.403 4.282  0.092
H17 -2.644 2.388 4.208  0.124
H18 -1.068 3.168 4.502  0.102
H19 2.905 2.141 -0.164  0.127
H20 3.411 1.531 1.404  0.144
H21 2.417 4.391 0.851  0.084
H22 4.065 3.855 1.134  0.117
H23 2.890 3.785 2.433  0.083
H24 -2.098 4.064 -1.162  0.120
H25 -1.714 4.722 0.457  0.126
H26 -4.320 3.269 -0.215  0.092
H27 -4.135 5.022 -0.268  0.102
H28 -3.955 4.171 1.265  0.070

Output
Charge: +3
Orbital gap (alpha / beta): 6.70 / 6.70 eV
E_LUMO (alpha / beta): -10.6 / -10.6 eV
Spin multiplicity: 1